Record 1
DFT (ωB97M-V with the def2-TZVPD basis set) results for an isolated ion of composition C3H4N3 and charge +1 at a distorted geometry.

```
10
Properties=species:S:1:pos:R:3:forces:R:3
C 2.498612 1.953980 0.103086 0.9 -0.6 -0.7
C 0.846992 0.283475 0.551473 -1.1 -0.4 1.0
C -0.310865 -0.005675 -0.281816 -0.4 -0.2 -0.6
N 3.480794 2.853514 -0.170362 0.1 1.5 0.5
N 3.610442 1.711866 -0.664606 0.4 -0.5 -0.4
N 1.505868 1.355863 0.478119 -0.2 0.1 0.2
H 1.049217 -0.363383 1.405913 0.2 0.0 0.0
H -0.432648 -1.082148 -0.407172 0.1 0.0 0.0
H -0.275729 0.501295 -1.245318 0.0 0.0 0.0
H -1.214173 0.330844 0.240976 0.0 0.0 0.1
```
Positions in Å, forces in eV/Å.

Computed properties:
Largest force on an atom ... 1.59 eV/Å
Energy above the lowest of the compared OMol25 structures with the same formula, charge and spin ... 43.1 kcal/mol
Net charge ... +1
Electronic energy ... -7634.437 eV
LUMO energy ... -5.8 eV
HOMO energy ... -16.36 eV
Gap between HOMO and LUMO ... 10.53 eV

---

Record 2
DFT (ωB97M-V with the def2-TZVPD basis set) results for one molecule with the formula C3H4N4 at a distorted geometry.

```
11
Properties=species:S:1:pos:R:3:forces:R:3
C -1.157801 0.789408 0.168546 -2.0 3.0 3.0
C -0.448307 -1.337899 -0.528495 0.5 0.9 -0.2
C 1.409131 -0.085039 -0.465919 4.4 -2.7 -0.1
H 0.098254 1.619056 1.831623 -1.2 -2.7 -3.4
H -2.110854 1.496629 0.322577 2.6 -0.9 -0.2
H -0.915084 -2.333269 -0.606178 -0.4 0.8 0.0
H 2.461217 -0.417704 -0.866022 -1.5 2.5 0.0
N -0.037486 0.817761 0.997006 1.8 3.4 2.7
N -1.360431 -0.136968 -0.612003 0.9 -5.1 -2.3
N 0.853329 -1.375133 -0.452708 -3.9 1.3 0.1
N 1.208032 0.963160 0.211573 -1.1 -0.6 0.3
```
Positions in Å, forces in eV/Å.

Computed properties:
Largest force on an atom ... 5.67 eV/Å
Energy above the lowest of the compared OMol25 structures with the same formula, charge and spin ... 103.4 kcal/mol
Electronic energy ... -9132.375 eV
LUMO energy ... 0.2 eV
HOMO energy ... -9.46 eV
Gap between HOMO and LUMO ... 9.68 eV

---

Record 3
DFT (ωB97M-V with the def2-TZVPD basis set) results for one molecule with the formula C3H4N4 at a distorted geometry.

```
11
Properties=species:S:1:pos:R:3:forces:R:3
C -0.537733 -0.504789 0.054803 1.1 -0.5 -2.2
C 0.308930 1.358705 -0.953409 -4.4 -1.6 -2.3
C 0.798049 0.095719 0.661061 -0.2 -3.8 3.4
H -0.794443 -2.184335 0.893463 -0.5 0.5 0.7
H -1.542447 0.698244 -1.873856 3.5 -2.6 3.2
H -0.146261 2.205597 -1.507987 2.0 0.2 0.3
H 1.139380 -1.274153 1.995698 0.3 2.3 -0.2
N -1.247892 -1.522926 0.258263 0.7 -0.1 -0.2
N -0.568595 0.239221 -1.212129 -3.3 3.3 -0.9
N 1.111994 1.165660 -0.032649 2.6 4.2 0.3
N 1.479018 -0.276943 1.716742 -1.8 -2.0 -2.0
```
Positions in Å, forces in eV/Å.

Computed properties:
Largest force on an atom ... 5.43 eV/Å
Energy above the lowest of the compared OMol25 structures with the same formula, charge and spin ... 86.3 kcal/mol
Electronic energy ... -9133.116 eV
LUMO energy ... -0.6 eV
HOMO energy ... -9.66 eV
Gap between HOMO and LUMO ... 9.04 eV

---

Record 4
DFT (ωB97M-V with the def2-TZVPD basis set) results for C3H4N4 as an isolated structure at a distorted geometry.

```
11
Properties=species:S:1:pos:R:3:forces:R:3
N -0.021790 2.096384 0.131851 -0.1 0.0 0.0
C -0.070067 0.758372 -0.072529 0.4 -0.2 0.1
C -0.927812 -0.654216 0.986975 -1.8 -0.3 -0.9
N -0.665600 -1.719546 0.362598 0.3 0.8 1.4
C 0.310107 -1.989964 -0.542327 -0.1 0.4 -0.1
N 1.174440 -1.097325 -0.912734 -0.5 0.0 0.0
N 1.037355 0.189893 -0.522449 -0.4 0.4 0.2
H -0.653884 2.487743 0.815881 0.0 0.0 -0.2
H 0.886576 2.549629 0.073568 -0.1 -0.2 -0.1
H -1.529074 0.419640 0.459594 2.3 -1.3 -0.1
H 0.459751 -3.040611 -0.780427 0.0 0.4 -0.3
```
Positions in Å, forces in eV/Å.

Computed properties:
Largest force on an atom ... 2.68 eV/Å
Energy above the lowest of the compared OMol25 structures with the same formula, charge and spin ... 165.5 kcal/mol
Electronic energy ... -9129.682 eV
LUMO energy ... -0.7 eV
HOMO energy ... -8.18 eV
Gap between HOMO and LUMO ... 7.50 eV

---

Record 5
DFT (ωB97M-V with the def2-TZVPD basis set) results for a 2-piece molecular cluster, C3H4N4 overall at a distorted geometry.

```
11
Properties=species:S:1:pos:R:3:forces:R:3
C -0.856109 -1.072931 -0.504602 -1.0 2.6 0.4
C -1.145856 1.129755 -0.217780 0.8 -0.9 1.4
C -0.922506 0.344964 1.101331 1.0 -0.1 1.6
H -0.763624 -2.032624 -0.900269 0.1 -1.3 -0.9
H -2.102310 1.685959 -0.291939 0.6 -0.3 0.1
H -0.254671 1.860292 -0.300664 -1.4 -1.2 -0.3
H -0.657484 0.707846 2.182248 -1.0 -0.3 -2.2
N 2.188688 0.689649 -0.151429 6.7 -13.7 1.8
N 2.736957 -0.433581 -0.000600 -6.7 13.7 -1.8
N -1.124858 0.003463 -1.142405 0.5 0.3 -1.6
N -0.754370 -0.921274 0.871137 0.3 1.1 1.5
```
Positions in Å, forces in eV/Å.

Computed properties:
Largest force on an atom ... 15.33 eV/Å
Energy above the lowest of the compared OMol25 structures with the same formula, charge and spin ... 61.2 kcal/mol
Electronic energy ... -9134.202 eV
LUMO energy ... 0.0 eV
HOMO energy ... -10.13 eV
Gap between HOMO and LUMO ... 10.13 eV

---

Record 6
DFT (ωB97M-V with the def2-TZVPD basis set) results for C3H4N4 as an isolated structure at a distorted geometry.

```
11
Properties=species:S:1:pos:R:3:forces:R:3
C 2.110094 0.026774 -1.032167 1.4 -1.2 -3.0
C -0.794080 0.421696 0.884447 0.4 0.1 0.4
C -2.044703 -0.270463 1.185045 -2.7 -0.1 1.0
H 0.709558 -0.593586 -2.505430 2.9 0.8 1.5
H 3.340183 0.114994 -0.510164 -3.9 -0.3 -2.3
H 1.519593 1.139501 0.664633 0.3 -0.1 -0.3
H -0.585630 1.232608 1.635081 0.1 -0.7 -0.7
N 1.785394 -0.505194 -2.223079 -0.1 1.1 3.6
N 1.206958 0.595764 -0.138185 0.6 0.6 0.7
N 0.014742 0.071645 -0.057582 -2.4 -0.8 0.8
N -3.094462 -0.585296 1.631979 3.4 0.7 -1.6
```
Positions in Å, forces in eV/Å.

Computed properties:
Largest force on an atom ... 4.55 eV/Å
Energy above the lowest of the compared OMol25 structures with the same formula, charge and spin ... 98.7 kcal/mol
Electronic energy ... -9132.580 eV
LUMO energy ... -0.3 eV
HOMO energy ... -9.54 eV
Gap between HOMO and LUMO ... 9.23 eV

---

Record 7
DFT (ωB97M-V with the def2-TZVPD basis set) results for one molecule with the formula C3H4N4.

```
11
Properties=species:S:1:pos:R:3:forces:R:3
N -1.556571 -0.622424 0.870935 -0.1 0.0 0.1
C -0.593681 -0.006912 0.153874 -0.1 0.2 -0.1
C 0.763140 -0.674042 0.273680 0.3 0.1 -0.1
N 1.855168 -0.370449 -0.261210 -0.4 0.0 0.1
C 1.256607 1.347341 -1.416774 -0.8 0.1 0.2
N 0.095492 1.590936 -1.272255 0.8 -0.1 -0.2
N -0.950812 1.034728 -0.533723 0.1 -0.4 0.2
H -1.310350 -1.327038 1.547577 0.0 0.1 -0.1
H -2.466469 -0.191962 0.929491 0.1 -0.1 0.0
H 0.704417 -1.551204 0.950277 0.0 0.1 -0.1
H 2.203060 0.771026 -1.241872 0.0 -0.1 0.1
```
Positions in Å, forces in eV/Å.

Computed properties:
Largest force on an atom ... 0.81 eV/Å
Energy above the lowest of the compared OMol25 structures with the same formula, charge and spin ... 133.8 kcal/mol
Electronic energy ... -9131.056 eV
LUMO energy (alpha / beta) ... 0.5 / 0.5 eV
HOMO energy (alpha / beta) ... -8.23 / -8.23 eV
Gap between HOMO and LUMO (alpha / beta) ... 8.76 / 8.76 eV

---

Record 8
DFT (ωB97M-V with the def2-TZVPD basis set) results for an isolated ion of composition C3H4N4 and charge +2 at a distorted geometry.

```
11
Properties=species:S:1:pos:R:3:forces:R:3
C -2.867352 -1.232986 -0.679131 0.7 -2.9 -1.7
C -0.497605 -0.756349 -0.147980 -1.1 -1.0 0.3
C 0.871812 -0.877261 0.001741 2.0 0.7 -0.7
N -3.851029 -0.384523 -0.293010 -2.9 0.8 0.4
N -3.496108 0.574874 0.300760 1.7 1.4 1.0
N -1.647740 -0.892693 -0.324642 1.8 1.0 0.4
N -2.821193 1.308040 0.879426 -1.5 1.1 0.1
H 1.337404 -0.678853 -1.049727 -0.4 -0.8 1.6
H 1.195768 -1.737107 0.615367 -0.5 -1.0 -1.1
H 1.326066 -0.215181 0.725406 -0.2 1.5 -0.1
H -2.991790 2.347727 1.057369 0.3 -0.8 -0.1
```
Positions in Å, forces in eV/Å.

Computed properties:
Largest force on an atom ... 3.43 eV/Å
Energy above the lowest of the compared OMol25 structures with the same formula, charge and spin ... 10.6 kcal/mol
Net charge ... +2
Electronic energy ... -9107.608 eV
LUMO energy (alpha / beta) ... -13.0 / -13.0 eV
HOMO energy (alpha / beta) ... -19.99 / -19.86 eV
Gap between HOMO and LUMO (alpha / beta) ... 7.01 / 6.84 eV

---

Record 9
DFT (ωB97M-V with the def2-TZVPD basis set) results for one molecule with the formula C3H4N4O at a distorted geometry.

```
12
Properties=species:S:1:pos:R:3:forces:R:3
C -0.276538 0.214816 -0.320628 1.0 -3.5 2.8
C -0.802356 0.394018 1.803989 1.0 5.9 4.9
C -0.931539 -1.113664 0.313491 -0.1 1.6 2.7
H 2.057892 0.820692 -2.323039 -2.0 0.3 1.3
H 2.130524 1.279696 -0.721528 -3.1 -0.3 -2.2
H -0.834323 1.162410 2.678302 -0.3 -1.8 -1.0
H -0.738263 -1.979680 -1.070380 0.1 -0.8 -2.5
N 1.336808 1.096842 -1.561568 6.2 0.9 0.4
N 0.563181 0.027162 -1.273427 -2.3 1.0 1.0
N -1.128347 -0.771350 1.845335 -1.2 -3.8 -4.2
N -1.179445 -2.220147 -0.216988 0.4 1.0 1.3
O -0.197595 1.089205 0.846441 0.3 -0.5 -4.6
```
Positions in Å, forces in eV/Å.

Computed properties:
Largest force on an atom ... 7.76 eV/Å
Energy above the lowest of the compared OMol25 structures with the same formula, charge and spin ... 99.1 kcal/mol
Electronic energy ... -11179.674 eV
LUMO energy ... -0.2 eV
HOMO energy ... -9.80 eV
Gap between HOMO and LUMO ... 9.57 eV

---

Record 10
DFT (ωB97M-V with the def2-TZVPD basis set) results for a 2-piece molecular cluster, C3H4N4O overall at a distorted geometry.

```
12
Properties=species:S:1:pos:R:3:forces:R:3
C -0.637013 -0.697041 -0.095577 -0.8 -1.4 0.4
C -0.186854 0.709773 0.013273 2.8 1.3 0.4
C 1.176607 0.909160 -0.142952 -3.2 0.5 1.5
H -3.740405 0.164787 0.464316 4.6 -1.6 -2.7
H -0.597540 1.705665 0.352558 -0.8 -2.0 -0.4
H 1.521757 1.914988 0.247470 0.5 -1.6 -1.2
H 3.020776 -0.263344 0.139738 -3.9 1.0 -3.1
N -1.856744 -1.137657 -0.341816 2.8 0.0 2.2
N 1.938600 -0.188317 -0.472993 5.4 0.7 2.7
N 1.524445 -1.412363 -0.122049 -1.1 -2.8 1.7
N 0.339113 -1.720336 0.212373 0.9 2.0 -2.6
O -2.502744 0.014680 -0.254336 -7.3 3.9 1.1
```
Positions in Å, forces in eV/Å.

Computed properties:
Largest force on an atom ... 8.36 eV/Å
Energy above the lowest of the compared OMol25 structures with the same formula, charge and spin ... 208.0 kcal/mol
Electronic energy ... -11174.951 eV
LUMO energy ... -0.7 eV
HOMO energy ... -8.32 eV
Gap between HOMO and LUMO ... 7.64 eV